DFT (ωB97M-V with the def2-TZVPD basis set) results for a gas-phase ion, C7H9IN3 (charge +1).

ORCA input file:
```
! wB97M-V def2-TZVPD RIJCOSX def2/J DEFGRID3
* xyz 1 1
C -2.56 -1.04 0.63
C -1.64 -1.02 -0.56
N -2.09 -0.67 -1.69
C -0.19 -1.45 -0.36
C 0.72 -0.27 -0.16
C 0.33 0.86 0.61
C 1.20 1.90 0.78
I 0.75 3.58 1.89
C 2.46 1.78 0.17
N 2.71 0.69 -0.53
N 1.91 -0.33 -0.72
H -2.02 -1.07 1.58
H -3.19 -1.93 0.58
H -3.22 -0.17 0.61
H -1.40 -0.73 -2.43
H -0.10 -2.10 0.52
H 0.17 -2.01 -1.22
H -0.66 0.88 1.05
H 3.23 2.53 0.23
H 3.61 0.59 -0.99
*
```

Computed properties:
maximum force: 0.0058 hartree/bohr
DFT total energy: -19967.976 eV
energy above the lowest of the compared OMol25 structures with the same formula, charge and spin: 9.1 kJ/mol
SMILES: [H]/N=C(/C)Cc1cc(I)c[nH+]n1
HOMO-LUMO gap: 0.292 hartree
HOMO level: -13.242 eV

DFT (ωB97M-V with the def2-TZVPD basis set) results for 15 unconnected molecules or ions with the total composition C37H59N15O5P2S.

ORCA input file:
```
! wB97M-V def2-TZVPD RIJCOSX def2/J DEFGRID3
* xyz 0 1
C -1.76 -1.29 4.57
C -1.90 -2.54 3.68
P -2.75 -2.13 2.11
C -2.95 -3.74 1.24
C -4.29 -4.33 1.67
C -1.56 -0.99 1.12
C -2.30 0.25 0.61
C -3.56 0.56 1.38
N -3.54 1.42 2.30
O -0.57 -0.51 2.11
C 0.49 -1.33 2.10
O 1.41 -1.30 2.86
O 0.39 -2.21 1.05
C -0.51 -1.55 0.15
P -0.83 -2.56 -1.36
O -2.31 -2.11 -1.80
O 0.11 -1.85 -2.45
S -0.54 -4.42 -1.24
H -2.37 -1.36 5.47
H -0.72 -1.15 4.87
H -2.04 -0.39 4.04
H -2.58 -3.28 4.11
H -0.94 -3.06 3.57
H -2.14 -4.42 1.52
H -2.92 -3.60 0.16
H -4.50 -5.25 1.12
H -4.30 -4.53 2.75
H -5.11 -3.63 1.49
H -2.54 0.12 -0.45
H -1.64 1.10 0.72
H -4.46 0.00 1.11
H -4.45 1.48 2.75
H 0.03 -0.66 -0.22
H -2.30 -1.37 -2.42
H 0.44 -0.97 -2.26
C 0.04 2.59 3.92
C -1.05 2.42 4.87
N -1.89 2.26 5.64
H 0.23 1.66 3.39
H -0.22 3.36 3.18
H 0.93 2.89 4.46
C 0.09 4.65 8.44
C 0.88 3.87 7.51
N 1.50 3.26 6.76
H 0.49 5.67 8.50
H -0.94 4.69 8.09
H 0.12 4.20 9.43
C 0.06 -4.12 -5.07
C -0.41 -5.24 -5.87
N -0.77 -6.13 -6.50
H 1.09 -3.87 -5.34
H -0.57 -3.25 -5.28
H 0.01 -4.35 -4.01
C 3.72 -2.45 0.70
C 3.86 -1.65 -0.51
N 3.93 -0.99 -1.45
H 2.66 -2.60 0.89
H 4.22 -3.41 0.59
H 4.13 -1.91 1.55
C 7.47 -0.72 -1.34
C 8.88 -1.09 -1.41
N 9.98 -1.39 -1.46
H 6.89 -1.31 -2.06
H 7.09 -0.92 -0.34
H 7.34 0.33 -1.58
C -2.30 -2.68 -8.83
C -1.50 -2.06 -7.77
N -0.87 -1.57 -6.95
H -3.33 -2.35 -8.76
H -1.91 -2.39 -9.80
H -2.24 -3.76 -8.74
C -3.62 5.27 2.10
C -2.36 4.68 1.67
N -1.37 4.22 1.33
H -4.21 5.55 1.23
H -4.16 4.54 2.71
H -3.43 6.16 2.69
C 0.33 7.10 -0.14
C -1.02 7.64 -0.05
N -2.09 8.03 0.04
H 0.32 6.06 0.19
H 0.69 7.15 -1.16
H 1.00 7.67 0.51
C -4.26 -6.06 6.69
C -4.69 -5.05 5.73
N -5.03 -4.25 4.97
H -4.99 -6.86 6.74
H -3.30 -6.47 6.38
H -4.15 -5.61 7.67
C -6.76 -0.85 -8.27
C -5.81 -1.26 -9.30
N -5.06 -1.59 -10.10
H -6.72 0.23 -8.14
H -7.77 -1.14 -8.57
H -6.52 -1.34 -7.33
C 5.06 2.64 6.49
C 6.09 2.83 7.51
N 6.90 2.99 8.31
H 5.01 3.52 5.85
H 5.29 1.77 5.88
H 4.09 2.49 6.96
C 6.28 -0.78 -5.53
C 6.86 0.25 -4.68
N 7.30 1.06 -4.00
H 5.21 -0.64 -5.60
H 6.72 -0.74 -6.52
H 6.48 -1.76 -5.10
C 6.08 6.51 6.09
C 4.98 6.49 5.14
N 4.11 6.45 4.39
H 5.94 7.34 6.79
H 6.10 5.58 6.65
H 7.02 6.64 5.57
C -1.62 -0.64 -12.63
C -1.09 -1.96 -12.31
N -0.70 -3.00 -12.04
H -1.49 -0.43 -13.69
H -2.67 -0.59 -12.38
H -1.08 0.12 -12.06
*
```

Computed properties:
maximum force: 0.0161 hartree/bohr
DFT total energy: -101325.092 eV
HOMO-LUMO gap: 0.305 hartree
HOMO level: -8.423 eV

DFT (ωB97M-V with the def2-TZVPD basis set) results for a single C6H9N molecule.

ORCA input file:
```
! wB97M-V def2-TZVPD RIJCOSX def2/J DEFGRID3
* xyz 0 1
C -0.46 1.66 -0.15
C -0.41 0.22 -0.56
C 0.32 -0.25 -1.69
C 1.41 -0.26 -0.61
C 1.27 -0.72 0.64
C -0.08 -1.15 1.20
N -1.11 -0.70 0.25
H 0.46 2.17 -0.46
H -0.53 1.75 0.95
H -1.33 2.15 -0.59
H 0.50 0.41 -2.52
H 0.06 -1.28 -1.97
H 2.12 -0.81 1.31
H -0.09 -2.24 1.26
H -0.26 -0.72 2.20
H -1.87 -0.22 0.73
*
```

Computed properties:
maximum force: 0.0169 hartree/bohr
DFT total energy: -7853.885 eV
energy above the lowest of the compared OMol25 structures with the same formula, charge and spin: 412.4 kJ/mol
SMILES: C[C@@]12CC1=CCN2
HOMO-LUMO gap: 0.309 hartree
HOMO level: -7.492 eV

DFT (ωB97M-V with the def2-TZVPD basis set) results for a molecular structure, C8H8N6Se3TeTl.

ORCA input file:
```
! wB97M-V def2-TZVPD RIJCOSX def2/J DEFGRID3
* xyz 1 1
Tl -0.13 -0.30 -0.68
N 2.98 -1.92 0.24
C 3.29 -0.62 0.17
N 4.57 -0.29 0.16
C 4.84 1.01 0.06
N 6.10 1.42 -0.05
N 3.89 1.97 0.06
C 2.64 1.55 0.08
N 2.27 0.26 0.10
C 1.59 2.58 0.06
C 1.95 3.93 0.09
C 0.94 4.88 0.05
C -0.38 4.46 0.02
C -0.64 3.10 0.00
N 0.32 2.18 0.01
H 3.74 -2.59 0.28
H 2.03 -2.24 0.26
H 6.85 0.76 -0.02
H 6.28 2.41 -0.09
H 2.99 4.20 0.13
H 1.19 5.93 0.05
H -1.19 5.17 -0.01
H -1.66 2.72 -0.01
Se -3.69 -0.65 0.12
Se -4.99 -2.43 0.08
Te -3.62 -4.54 -0.06
Se -1.31 -3.92 0.01
*
```

Computed properties:
maximum force: 0.0174 hartree/bohr
DFT total energy: -225388.256 eV
HOMO-LUMO gap: 0.181 hartree
HOMO level: -10.545 eV

DFT (ωB97M-V with the def2-TZVPD basis set) results for a molecular structure, C18H38F12N2O2P2V.

ORCA input file:
```
! wB97M-V def2-TZVPD RIJCOSX def2/J DEFGRID3
* xyz 0 4
V -21.50 -20.19 20.14
P -22.73 -18.01 18.10
F -22.76 -18.50 19.72
F -21.59 -19.25 18.03
F -23.81 -19.11 17.72
F -22.47 -17.64 16.59
F -23.87 -16.96 18.36
F -21.60 -16.97 18.55
P -23.20 -22.77 20.24
F -22.72 -21.72 19.00
F -21.90 -23.65 19.93
F -22.18 -21.81 21.22
F -23.56 -23.64 21.50
F -24.37 -21.73 20.56
F -24.09 -23.60 19.25
C -20.65 -20.76 23.71
C -21.25 -19.46 24.23
C -20.15 -18.71 24.98
C -20.41 -17.24 25.26
C -20.92 -16.54 24.01
C -22.09 -17.25 23.32
N -21.69 -18.64 23.09
O -22.60 -19.34 22.26
C -23.38 -17.09 24.19
C -22.31 -16.52 22.00
C -22.37 -19.86 25.23
H -20.06 -21.26 24.48
H -19.99 -20.55 22.86
H -21.42 -21.42 23.32
H -20.00 -19.24 25.92
H -19.25 -18.78 24.37
H -19.48 -16.78 25.59
H -21.16 -17.14 26.06
H -20.08 -16.54 23.30
H -21.23 -15.52 24.21
H -23.19 -16.53 25.11
H -24.11 -16.47 23.67
H -23.90 -18.01 24.44
H -22.84 -15.59 22.16
H -21.35 -16.33 21.52
H -22.88 -17.10 21.28
H -22.56 -19.06 25.94
H -22.08 -20.78 25.74
H -23.33 -20.04 24.74
H -23.45 -19.39 22.73
C -16.89 -19.30 20.10
C -18.34 -19.03 19.63
C -18.29 -18.07 18.44
C -17.87 -18.70 17.12
C -18.69 -19.95 16.84
C -18.85 -20.95 17.98
N -19.13 -20.20 19.23
O -19.27 -21.10 20.33
C -19.99 -21.89 17.63
C -17.57 -21.81 18.10
C -19.09 -18.32 20.75
H -16.24 -19.59 19.28
H -16.51 -18.38 20.52
H -16.84 -20.10 20.84
H -19.26 -17.58 18.33
H -17.62 -17.24 18.68
H -18.01 -17.99 16.30
H -16.79 -18.92 17.13
H -18.33 -20.48 15.95
H -19.67 -19.62 16.47
H -19.65 -22.57 16.86
H -20.87 -21.32 17.31
H -20.29 -22.47 18.50
H -16.75 -21.39 18.67
H -17.18 -22.05 17.11
H -17.79 -22.79 18.54
H -18.63 -17.38 21.04
H -20.10 -18.04 20.40
H -19.21 -18.95 21.63
H -18.48 -21.65 20.41
*
```

Computed properties:
maximum force: 0.0277 hartree/bohr
DFT total energy: -103244.202 eV
<S²>: 3.752
HOMO-LUMO gap (spin up / spin down): 0.343 / 0.353 hartree
HOMO level (spin up / spin down): -9.213 / -9.477 eV

DFT (ωB97M-V with the def2-TZVPD basis set) results for a single C4H5FS molecule.

ORCA input file:
```
! wB97M-V def2-TZVPD RIJCOSX def2/J DEFGRID3
* xyz 0 1
C -0.74 0.14 -0.02
C -0.08 1.44 0.06
C 0.03 2.28 -0.93
C 0.17 -1.02 -0.04
H -1.32 0.05 0.94
H 0.25 1.74 1.07
H -0.48 2.12 -1.82
H 0.47 3.23 -0.74
H 0.20 -1.55 -1.02
F -1.53 0.06 -1.14
S 1.15 -1.45 1.09
*
```

Computed properties:
maximum force: 0.0448 hartree/bohr
DFT total energy: -17779.904 eV
energy above the lowest of the compared OMol25 structures with the same formula, charge and spin: 109.0 kJ/mol
SMILES: C=C[C@@H](F)C=S
HOMO-LUMO gap: 0.320 hartree
HOMO level: -9.051 eV